No. 1
Below is a molecular structure, C35H43BN9O3PbSi, with properties calculated with the ωB97M-V functional and the def2-TZVPD basis.

```
93
Properties=species:S:1:pos:R:3:lowdin_charge:R:1
Pb -0.5662 1.1764 0.1115 1.2470
C -1.2645 5.8130 0.8694 -0.0754
C -0.5335 4.7066 0.4366 -0.1932
N -0.8754 3.6085 1.1015 -0.0390
N -1.8325 3.9832 1.9929 -0.0146
C -2.0733 5.3022 1.8584 -0.1085
B -2.5485 3.1189 3.0883 -0.5369
N -3.5914 2.1891 2.4173 -0.0545
C -4.7253 2.6405 1.8391 -0.1151
C -5.3802 1.5688 1.2754 -0.0968
C -4.5528 0.4757 1.5731 -0.1918
N -3.4857 0.8634 2.2593 0.0484
N -1.5237 2.3729 3.9661 -0.0476
C -1.4208 2.5021 5.3073 -0.1119
C -0.3145 1.7984 5.7289 -0.0970
C 0.2098 1.2584 4.5442 -0.1863
N -0.5226 1.6158 3.5015 0.0423
H -1.2132 6.8284 0.5163 0.0818
H 0.2101 4.6612 -0.3429 0.0877
H -2.7996 5.7972 2.4812 0.1076
H -3.1364 3.8961 3.7945 0.1068
H -4.9885 3.6851 1.8857 0.1089
H -6.3093 1.5718 0.7313 0.0754
H -4.6879 -0.5637 1.3124 0.0880
H -2.1383 3.0802 5.8653 0.1041
H 0.0671 1.7039 6.7314 0.0739
H 1.0912 0.6506 4.4062 0.0899
C 1.7674 -5.3049 -2.5685 -0.0689
O 1.5896 -5.8441 -1.2598 -0.1026
C 2.4651 -5.3607 -0.3099 -0.2435
C 3.4027 -6.2276 0.2201 -0.0131
C 4.3141 -5.7869 1.1682 -0.0982
C 4.2617 -4.4688 1.5911 -0.0900
C 3.3040 -3.6012 1.0900 -0.0184
C 2.3866 -4.0303 0.1295 -0.1590
N 1.3665 -3.2416 -0.3975 0.1580
C 1.1857 -1.8557 -0.3547 -0.3747
N 2.3371 -1.1531 -0.3809 0.1453
C 2.6863 0.2279 -0.3621 -0.1912
C 1.8062 1.3129 -0.3514 -0.2238
C 2.4162 2.5772 -0.3490 -0.1564
C 3.7835 2.7693 -0.3124 -0.1030
C 4.6361 1.6723 -0.3176 -0.0507
C 4.0834 0.4089 -0.3649 -0.2234
O 4.8450 -0.7479 -0.4075 -0.1229
C 6.2202 -0.6088 -0.6714 -0.0926
N 0.0087 -1.3480 -0.3768 0.0086
C -1.1164 -2.1872 -0.4441 -0.2490
C -1.8265 -2.2087 -1.6480 -0.0193
C -2.8903 -3.0674 -1.8544 -0.0964
C -3.2849 -3.9197 -0.8311 -0.0994
C -2.6329 -3.8662 0.3875 -0.0120
C -1.5567 -3.0066 0.6076 -0.2420
O -0.9597 -3.1271 1.8257 -0.0821
C -0.3893 -1.9743 2.4556 -0.0575
H 1.3992 -6.0558 -3.2657 0.0880
H 2.8239 -5.1137 -2.7735 0.0982
H 1.2075 -4.3786 -2.7098 0.0795
H 3.4050 -7.2504 -0.1344 0.1177
H 5.0570 -6.4668 1.5636 0.0966
H 4.9639 -4.1093 2.3322 0.1017
H 3.2535 -2.5912 1.4713 0.1141
H 0.5245 -3.7507 -0.6261 0.1371
H 3.1601 -1.7253 -0.4925 0.1106
H 1.7790 3.4549 -0.3560 0.0525
H 4.2055 3.7669 -0.2699 0.0962
H 5.7074 1.8117 -0.2773 0.0958
H 6.5908 -1.6078 -0.8948 0.0899
H 6.7611 -0.2150 0.1953 0.0924
H 6.4007 0.0454 -1.5288 0.0942
H -1.4953 -1.5320 -2.4261 0.0972
H -3.3944 -3.0826 -2.8123 0.0970
H -4.1028 -4.6139 -0.9760 0.0957
H -2.9298 -4.5019 1.2121 0.1160
H -0.2575 -2.2526 3.5001 0.0931
H -1.0451 -1.1081 2.3800 0.0634
H 0.5841 -1.7211 2.0324 0.0699
C -3.1563 3.6017 -4.2871 -0.2073
Si -1.8120 2.4476 -3.5442 0.3931
C -0.1849 3.2818 -4.0681 -0.1991
C -2.0252 0.7754 -4.4268 -0.2026
C -1.8865 2.2559 -1.7129 -0.4307
H -3.0711 3.7315 -5.3705 0.0123
H -3.0822 4.5934 -3.8327 0.0143
H -4.1611 3.2229 -4.0817 0.0135
H -0.0195 3.2626 -5.1480 0.0149
H 0.6698 2.8109 -3.5770 0.0132
H -0.2032 4.3289 -3.7534 0.0179
H -1.9531 0.8410 -5.5150 0.0157
H -3.0031 0.3529 -4.1809 0.0204
H -1.2657 0.0688 -4.0828 0.0039
H -2.8599 1.8226 -1.4393 -0.0370
H -1.8883 3.2637 -1.2886 -0.0546
```

Frontier orbital gap (eV): 6.22
Net charge: -1
Maximum force (eV Å⁻¹): 0.648



No. 2
Below is a molecular structure, C35H43ClP2PbSi2, with properties calculated with the ωB97M-V functional and the def2-TZVPD basis.

```
84
Properties=species:S:1:pos:R:3:lowdin_charge:R:1
C 3.1333 -0.5383 4.6898 -0.2596
C 3.1471 -1.4575 3.6145 -0.2497
C 3.4893 -0.7485 2.4311 -0.2682
H 2.9363 -2.5162 3.6799 0.0892
C 3.6806 0.6205 2.7864 -0.2289
C 3.4657 0.7398 4.1792 -0.2349
H 3.5691 1.6459 4.7599 0.0857
H 2.9287 -0.7738 5.7260 0.0859
H 3.5814 -1.1643 1.4348 0.0918
H 3.9361 1.4208 2.1045 0.0931
Pb 1.0904 0.1483 2.9067 1.0449
Si 0.2412 0.1539 0.3983 0.4990
C -0.0863 -1.6304 0.1648 -0.3728
C -1.2457 -1.7727 -0.6212 -0.1344
H -1.7943 -0.8656 -0.9151 0.0616
C -1.6322 -3.0363 -1.0482 -0.0910
H -2.5176 -3.1369 -1.6891 0.1032
C -0.8736 -4.1573 -0.6677 -0.0859
H -1.1788 -5.1309 -1.0097 0.0917
C 0.2610 -4.0248 0.1496 -0.0861
H 0.8552 -4.9058 0.4333 0.1072
C 0.6471 -2.7631 0.6011 -0.1062
H 1.5349 -2.6456 1.2401 0.0915
C 1.7358 0.7862 -0.4317 -0.3791
C 2.3839 -0.0943 -1.3207 -0.1087
H 2.0406 -1.1340 -1.3806 0.0982
C 3.4012 0.3906 -2.1342 -0.0911
H 3.8742 -0.2972 -2.8476 0.1047
C 3.7947 1.7297 -2.0329 -0.0984
H 4.5840 2.0951 -2.6672 0.0885
C 3.1873 2.5988 -1.1087 -0.0948
H 3.5007 3.6460 -1.0423 0.1009
C 2.1768 2.1224 -0.2758 -0.1259
H 1.6766 2.7751 0.4559 0.0966
H -0.9181 1.0663 0.5623 -0.0375
Si -2.9299 0.8455 -4.6878 0.3011
C -1.3358 1.5350 -5.3528 -0.3249
C -0.6726 0.8883 -6.4091 -0.0981
H -1.0766 -0.0407 -6.8166 0.1020
C 0.5063 1.4227 -6.9382 -0.0850
H 1.0082 0.9081 -7.7594 0.1030
C 1.0368 2.6074 -6.4233 -0.0859
H 1.9485 3.0272 -6.8414 0.1013
C 0.3851 3.2572 -5.3707 -0.0827
H 0.7874 4.1874 -4.9667 0.1035
C -0.7937 2.7250 -4.8412 -0.1118
H -1.2975 3.2396 -4.0217 0.0832
C -2.9682 -1.0031 -4.9027 -0.3360
C -1.9071 -1.7891 -4.4342 -0.1089
H -1.0560 -1.3195 -3.9391 0.1106
C -1.9452 -3.1766 -4.5897 -0.0944
H -1.1154 -3.7755 -4.2061 0.1068
C -3.0320 -3.7883 -5.2149 -0.0820
H -3.0551 -4.8692 -5.3294 0.1019
C -4.0947 -3.0070 -5.6887 -0.0834
H -4.9437 -3.4817 -6.1794 0.1019
C -4.0616 -1.6199 -5.5307 -0.1062
H -4.8787 -0.9950 -5.8977 0.0941
H -4.0887 1.4477 -5.4068 -0.0071
Cl -3.0985 1.3325 -2.6931 0.3147
C -0.9723 4.0223 3.2322 -0.3022
P -0.2568 2.4548 3.6261 0.6921
C 0.8906 2.8713 5.0098 -0.2858
C -1.7882 1.4832 4.0910 -0.4058
C -1.7229 -0.0358 4.1490 -0.4421
P -0.3005 -0.6278 5.2289 0.6755
C -0.1702 -2.3532 4.6084 -0.2848
C -1.0069 -0.5425 6.8783 -0.3051
H -0.1554 4.7265 3.0002 0.0564
H -1.5059 4.2987 4.1542 0.0477
H -1.6540 3.8963 2.3746 0.0534
H 1.2353 2.0288 5.6151 0.0227
H 1.7768 3.3188 4.5443 0.0417
H 0.3796 3.6257 5.6090 0.0340
H -2.1043 1.9435 5.0265 0.0747
H -2.4906 1.7621 3.2975 0.0811
H -2.5914 -0.4563 4.6640 0.0797
H -1.6317 -0.5164 3.1686 0.0544
H 0.7433 -2.8050 5.0219 0.0419
H -1.0832 -2.8544 4.9447 0.0433
H -0.0966 -2.3717 3.5089 0.0120
H -0.2425 -0.8666 7.5993 0.0421
H -1.2996 0.4985 7.0968 0.0439
H -1.8802 -1.2048 6.8666 0.0309
```

Frontier orbital gap (eV): 5.59
Net charge: 0
Maximum force (eV Å⁻¹): 2.414



For each record above, in turn, the calculated relative energy (zero: lowest compared OMol25 entry of this formula, charge and spin) values are 0.000, 0.000 eV.